{
  "formula": "C3H7NO3",
  "method": "the ωB97M-V functional and the def2-TZVPD basis",
  "lumo_energy_ev": 0.7,
  "orbital_gap_ha": 0.383,
  "spin_multiplicity": 1,
  "e_above_lowest_ev": 1.272,
  "total_energy_ev": -10857.0961,
  "smiles": "N[C@H](CO)C(=O)O",
  "homo_ev": -9.7309,
  "charge": 0,
  "symbols": ["N", "C", "C", "O", "C", "O", "O", "H", "H", "H", "H", "H", "H", "H"],
  "coordinates": [[1.30379, 1.13068, 0.06552], [0.43230, -0.04625, 0.05981], [0.22478, -0.57271, -1.33137], [1.38975, -1.30832, -1.70939], [-0.88811, 0.18833, 0.80310], [-1.61906, -0.72126, 1.09569], [-1.07929, 1.45039, 1.19946], [2.12866, 0.89886, -0.48046], [1.65302, 1.28360, 1.00788], [0.86159, -0.83829, 0.68760], [-0.63880, -1.23400, -1.36855], [0.07754, 0.27087, -2.00665], [1.14652, -2.00143, -2.32573], [-1.78321, 1.47444, 1.86648]],
  "forces_ev_per_angstrom": [[0.117, -0.218, -0.130], [0.093, 0.405, 1.075], [0.052, -0.506, -0.325], [0.180, 0.226, 0.116], [0.245, -0.229, -0.035], [-0.157, 0.094, -0.084], [0.168, 0.321, 0.196], [-0.051, 0.035, -0.086], [-0.167, 0.139, -0.098], [-0.036, -0.293, -0.337], [-0.187, 0.098, 0.134], [-0.086, 0.084, -0.097], [-0.052, 0.034, -0.059], [-0.120, -0.190, -0.269]]
}

---

{
  "formula": "C3H7NO3",
  "method": "the ωB97M-V functional and the def2-TZVPD basis",
  "lumo_energy_ev": 0.6,
  "orbital_gap_ha": 0.307,
  "spin_multiplicity": 1,
  "e_above_lowest_ev": 7.780,
  "total_energy_ev": -10850.5877,
  "homo_ev": -7.7333,
  "charge": 0,
  "symbols": ["C", "C", "C", "N", "O", "O", "O", "H", "H", "H", "H", "H", "H", "H"],
  "coordinates": [[-0.97300, 0.47091, 0.05543], [1.32806, 0.85277, 0.00645], [-0.04546, -0.50159, 0.42582], [2.48488, 0.09543, -0.23870], [-2.50105, -0.33823, 0.56714], [-2.85264, -1.08541, -0.63242], [0.31726, -1.50170, 0.90060], [-3.22796, -1.89127, -0.25512], [2.49588, -0.37237, -1.13542], [2.71570, -0.55758, 0.49994], [-1.07790, 1.36738, 0.66033], [-1.16784, 0.53702, -1.00891], [1.12100, 1.54648, -0.80380], [1.38307, 1.37816, 0.95867]],
  "forces_ev_per_angstrom": [[-4.762, -2.850, 1.049], [-0.640, -1.722, 0.626], [2.958, 3.728, -0.587], [0.987, -0.030, -0.183], [1.111, 1.230, -1.177], [0.147, 0.295, 0.259], [-0.276, -0.682, -0.056], [0.128, 0.052, 0.114], [-0.031, 0.020, 0.139], [-0.143, 0.004, -0.121], [0.455, -0.164, -0.064], [0.248, 0.137, 0.030], [-0.211, -0.093, -0.028], [0.029, 0.076, -0.001]]
}

---

{
  "formula": "C3H7NO3",
  "method": "the ωB97M-V functional and the def2-TZVPD basis",
  "lumo_energy_ev": [0.8, -2.0],
  "orbital_gap_ha": [0.199, 0.310],
  "spin_multiplicity": 3,
  "e_above_lowest_ev": 4.103,
  "total_energy_ev": -10848.7509,
  "homo_ev": [-4.6404, -10.4342],
  "charge": 0,
  "symbols": ["C", "C", "C", "N", "O", "O", "O", "H", "H", "H", "H", "H", "H", "H"],
  "coordinates": [[-0.85012, 1.76569, 0.47553], [1.34958, -0.84551, -1.40582], [-0.81853, 0.25935, 0.90205], [0.24714, -0.48880, 0.59294], [0.09573, -1.78528, 0.80255], [-1.77318, -0.37793, 1.38861], [1.34621, -0.08035, -0.24094], [-1.38827, 2.37482, 1.16009], [-1.50297, 1.78745, -0.42668], [0.21279, 2.06318, 0.41836], [0.35289, -0.75189, -1.83656], [1.46498, -1.85908, -1.09741], [2.11548, -0.34692, -2.06293], [-0.85174, -1.71473, 1.33021]],
  "forces_ev_per_angstrom": [[0.366, -2.757, -0.304], [0.072, 0.811, -1.460], [-2.826, 6.394, 0.060], [5.119, -3.161, 1.777], [-1.027, 0.437, 0.306], [-2.015, -1.944, 0.488], [-0.569, 0.947, 0.234], [-0.229, 0.284, 1.082], [1.051, 0.459, -0.086], [-0.798, 0.379, -0.657], [0.007, -0.002, -0.574], [0.814, -0.945, -0.555], [-0.672, -1.141, 0.523], [0.707, 0.239, -0.835]]
}

---

{
  "formula": "C3H7NO3S",
  "method": "the ωB97M-V functional and the def2-TZVPD basis",
  "lumo_energy_ev": 0.4,
  "orbital_gap_ha": 0.390,
  "spin_multiplicity": 1,
  "e_above_lowest_ev": 1.037,
  "total_energy_ev": -21690.9368,
  "smiles": "[H]/N=C(\\C)OS(C)(=O)=O",
  "homo_ev": -10.1886,
  "charge": 0,
  "symbols": ["H", "N", "C", "C", "O", "S", "C", "O", "O", "H", "H", "H", "H", "H", "H"],
  "coordinates": [[0.28431, 1.40919, 2.91595], [-0.14477, 0.60515, 2.47942], [0.04875, 0.59166, 1.20200], [0.83586, 1.63960, 0.45565], [-0.42471, -0.37970, 0.33052], [-0.22597, -0.64018, -1.43638], [-1.08446, -2.20007, -1.52201], [1.16844, -0.80711, -1.67665], [-0.92407, 0.38908, -2.12590], [1.64998, 1.15426, -0.07902], [0.19469, 2.11332, -0.28121], [1.23948, 2.38700, 1.13380], [-0.57998, -2.76430, -2.29725], [-0.99433, -2.69007, -0.56450], [-2.11458, -2.00070, -1.77657]],
  "forces_ev_per_angstrom": [[0.148, 0.146, -0.289], [-0.643, -1.654, -2.691], [0.933, 1.522, 0.604], [0.010, -0.148, 0.165], [-0.714, -1.196, -0.539], [0.557, 1.114, 2.310], [0.208, 0.511, 0.266], [-0.088, -0.340, 0.150], [-0.367, -0.119, 0.147], [0.111, 0.049, -0.047], [-0.067, 0.148, -0.126], [-0.021, 0.015, -0.030], [0.081, -0.011, -0.122], [0.049, -0.103, 0.195], [-0.197, 0.065, 0.006]]
}

---

{
  "formula": "C3H7NO3S",
  "method": "the ωB97M-V functional and the def2-TZVPD basis",
  "lumo_energy_ev": [-1.5, -1.0],
  "orbital_gap_ha": [0.308, 0.299],
  "spin_multiplicity": 1,
  "e_above_lowest_ev": 3.547,
  "total_energy_ev": -21688.4267,
  "homo_ev": [-9.9046, -9.1122],
  "charge": 0,
  "symbols": ["C", "C", "C", "N", "O", "O", "O", "S", "H", "H", "H", "H", "H", "H", "H"],
  "coordinates": [[-1.06682, -0.28733, -0.53868], [-0.02175, -1.31799, -0.87568], [0.20238, 0.97717, 1.14319], [-0.97502, 0.36166, 0.71642], [-0.98754, -3.12204, 0.93125], [1.39062, -2.59166, 1.21618], [1.39530, 0.29146, 0.79767], [0.06483, -2.13568, 0.88032], [-1.04119, 0.48279, -1.32878], [-2.05999, -0.74642, -0.56289], [-0.32947, -2.03451, -1.63182], [0.97961, -0.93880, -1.03899], [0.11806, 1.08740, 2.23465], [0.24488, 2.00568, 0.72209], [2.11731, 0.57926, 1.36374]],
  "forces_ev_per_angstrom": [[-0.414, 0.164, -0.763], [0.321, -0.380, 1.079], [0.477, 0.644, 0.521], [-0.231, -0.248, 0.367], [-0.565, 0.077, -0.001], [0.275, 0.201, -0.017], [0.139, 0.179, -0.172], [0.159, -0.329, -0.877], [-0.081, 0.044, 0.038], [0.129, 0.037, -0.193], [-0.058, -0.193, 0.145], [-0.030, 0.022, -0.013], [0.126, 0.003, -0.170], [-0.224, -0.204, -0.009], [-0.024, -0.017, 0.064]]
}

---

{
  "formula": "C3H7NO4",
  "method": "the ωB97M-V functional and the def2-TZVPD basis",
  "lumo_energy_ev": [-1.2, -1.2],
  "orbital_gap_ha": [0.328, 0.328],
  "spin_multiplicity": 1,
  "e_above_lowest_ev": 6.371,
  "total_energy_ev": -12899.6156,
  "smiles": "C1CO1.O=CO.N=O",
  "homo_ev": [-10.1250, -10.1279],
  "charge": 0,
  "symbols": ["C", "C", "O", "H", "H", "H", "H", "O", "C", "O", "H", "H", "N", "O", "H"],
  "coordinates": [[-1.00384, 0.84426, 1.60698], [-0.70000, 1.55797, 0.36741], [0.32656, 1.05570, 1.19240], [-1.29875, 1.39628, 2.49260], [-1.34617, -0.18355, 1.55927], [-0.78638, 2.63877, 0.34799], [-0.80959, 1.04678, -0.58680], [0.12544, -1.75999, 0.43889], [1.13183, -1.30582, -0.02841], [2.20791, -0.91708, 0.61992], [1.22173, -1.13781, -1.24764], [1.98931, -0.78392, 1.56632], [-0.51056, -0.41982, -2.64768], [0.64199, -0.87572, -2.71599], [-1.18947, -1.15604, -2.96525]],
  "forces_ev_per_angstrom": [[-0.517, -0.124, 0.164], [-0.367, 0.118, -0.274], [0.752, 0.057, 0.290], [-0.025, 0.085, -0.042], [0.063, 0.003, -0.037], [0.019, 0.008, -0.047], [-0.042, 0.099, 0.112], [-0.113, 0.010, 0.248], [-0.301, 0.070, -3.191], [0.473, 0.281, 0.640], [0.626, -0.523, 3.734], [0.018, -0.228, -0.480], [2.368, -0.863, -0.237], [-3.251, 1.080, -0.879], [0.298, -0.070, -0.002]]
}